{
  "formula": "C48H100BrN3O9P3",
  "method": "the ωB97M-V functional and the def2-TZVPD basis",
  "fmax_ev_per_a": 4.5,
  "total_charge": 1,
  "spin_multiplicity": 1,
  "homo_lumo_gap_ev": 5.8442,
  "e_tot_ha": -6328.01990,
  "mol_weight_da": 1036.17,
  "homo_ev": -9.8,
  "elements": ["C", "C", "C", "C", "C", "C", "C", "C", "C", "C", "C", "C", "C", "C", "C", "C", "C", "P", "P", "O", "O", "O", "N", "C", "N", "C", "C", "C", "Br", "N", "C", "P", "C", "C", "H", "H", "H", "H", "H", "H", "H", "H", "H", "H", "H", "H", "H", "H", "H", "H", "H", "H", "H", "H", "H", "H", "H", "H", "H", "H", "H", "H", "H", "H", "H", "H", "H", "H", "H", "H", "H", "H", "H", "H", "H", "H", "H", "H", "H", "H", "H", "H", "H", "H", "H", "H", "C", "C", "C", "O", "C", "H", "H", "H", "H", "H", "H", "H", "H", "C", "C", "C", "O", "C", "H", "H", "H", "H", "H", "H", "H", "H", "C", "C", "C", "O", "C", "H", "H", "H", "H", "H", "H", "H", "H", "C", "C", "C", "O", "C", "H", "H", "H", "H", "H", "H", "H", "H", "C", "C", "C", "O", "C", "H", "H", "H", "H", "H", "H", "H", "H", "C", "C", "C", "O", "C", "H", "H", "H", "H", "H", "H", "H", "H"],
  "xyz": [[-0.8470, 2.2459, 5.3297], [0.7189, 2.3142, 5.4290], [1.4495, 1.8063, 4.1344], [0.9578, 2.4805, 2.8009], [-0.0784, 1.6347, 1.9799], [0.3272, 0.1240, 1.7932], [-0.2663, -0.5519, 0.4990], [-1.7000, -0.0485, 0.0985], [-2.0538, -0.7510, -1.2950], [-2.2710, 0.3454, -2.4053], [-1.8472, -0.2016, -3.8442], [-0.3907, 0.3046, -4.1863], [-0.4472, 0.9612, -5.6357], [0.8492, 1.8094, -5.8792], [2.1846, 0.9615, -5.9321], [2.6852, 0.8028, -7.4180], [4.0901, 1.4747, -7.7544], [5.4564, 0.1825, -7.8869], [5.3251, -1.2553, -6.2562], [4.5903, -2.5082, -6.6676], [6.9245, -1.5947, -5.8182], [4.5833, -0.6682, -4.8770], [3.7766, 2.2876, -8.9956], [3.8762, 3.6851, -8.5801], [3.1021, 4.6607, -8.8846], [3.3656, 6.0363, -8.4092], [2.4804, 6.4893, -7.1853], [3.4344, 7.1267, -6.0852], [1.4860, 5.0258, -6.3172], [5.0659, 3.7118, -7.7232], [4.6831, 2.5922, -6.7874], [6.0894, 2.1899, -5.5987], [5.7635, 3.2594, -4.0818], [7.7583, 2.6429, -6.3067], [-1.2035, 2.8027, 4.4319], [-1.2639, 2.7571, 6.2295], [-1.1981, 1.1904, 5.3494], [1.0854, 3.3237, 5.7493], [1.0133, 1.6247, 6.2648], [1.4103, 0.6940, 4.1355], [2.5324, 2.0787, 4.2517], [0.4286, 3.4261, 3.1034], [1.8333, 2.8223, 2.1933], [-0.1116, 2.0802, 0.9467], [-1.1059, 1.7682, 2.3944], [-0.0577, -0.4543, 2.6738], [1.4481, 0.0934, 1.8286], [0.4783, -0.4956, -0.3335], [-0.3723, -1.6448, 0.7303], [-2.4212, -0.3758, 0.8821], [-1.7157, 1.0462, -0.0893], [-3.0402, -1.2653, -1.1579], [-1.2772, -1.5068, -1.5758], [-1.7068, 1.2863, -2.2027], [-3.3666, 0.5583, -2.4458], [-2.5671, 0.2564, -4.5598], [-1.8717, -1.3114, -3.8978], [0.3531, -0.5261, -4.2352], [-0.0377, 1.1151, -3.5055], [-0.6604, 0.2184, -6.4365], [-1.3001, 1.6874, -5.5983], [0.9599, 2.5177, -5.0109], [0.7845, 2.4538, -6.7915], [1.9070, -0.0677, -5.5846], [2.9475, 1.3273, -5.2126], [2.7649, -0.2761, -7.7129], [1.9231, 1.2295, -8.1166], [5.1672, -0.5991, -9.0567], [7.0860, -0.9721, -5.0903], [5.2188, -0.4234, -4.1920], [4.5008, 2.0810, -9.6901], [2.2979, 4.4634, -9.4791], [4.4508, 6.1540, -8.2003], [3.1047, 6.7144, -9.2620], [1.7423, 7.2639, -7.5006], [4.3295, 6.4727, -5.9648], [2.8645, 7.1756, -5.1244], [3.7118, 8.1690, -6.3829], [5.7588, 3.4414, -8.4292], [3.9436, 3.1158, -6.1223], [4.6490, 3.2444, -3.9403], [6.2120, 2.8249, -3.1656], [6.0506, 4.3176, -4.2777], [7.9882, 3.7372, -6.2556], [7.9097, 2.2712, -7.3478], [8.5478, 2.1426, -5.6869], [-3.5931, -0.2565, 9.0926], [-2.7407, -1.5074, 8.9991], [-1.7300, -1.1185, 7.9370], [-1.5459, 0.3029, 8.0408], [-2.5638, 0.8424, 8.8916], [-4.1355, -0.1634, 10.0340], [-4.3208, -0.2415, 8.2754], [-2.2343, -1.6828, 9.9515], [-3.3023, -2.4040, 8.7435], [-2.1049, -1.3367, 6.9344], [-0.7700, -1.6225, 8.0662], [-2.0947, 1.1259, 9.8406], [-2.9882, 1.7380, 8.4327], [-2.5982, -6.0418, 6.3867], [-1.6733, -5.6710, 5.2427], [-1.9609, -4.1898, 5.0745], [-2.3197, -3.6889, 6.3687], [-2.5400, -4.7966, 7.2533], [-2.2986, -6.9445, 6.9196], [-3.6149, -6.1887, 6.0101], [-0.6322, -5.8181, 5.5445], [-1.8479, -6.2442, 4.3317], [-2.8091, -4.0231, 4.4012], [-1.1009, -3.6352, 4.6937], [-1.6996, -4.8399, 7.9550], [-3.4578, -4.6351, 7.8211], [-1.4657, 7.4943, -3.2899], [-1.0029, 7.8690, -4.6850], [0.0205, 8.9532, -4.3970], [0.5989, 8.6451, -3.1240], [-0.1810, 7.6211, -2.4907], [-1.9097, 6.5008, -3.2250], [-2.2017, 8.2210, -2.9351], [-0.5139, 7.0120, -5.1557], [-1.8069, 8.2063, -5.3397], [-0.4522, 9.9378, -4.3242], [0.8079, 9.0014, -5.1540], [0.3975, 6.6906, -2.5193], [-0.3577, 7.8878, -1.4480], [-0.5411, -6.4055, -0.3792], [0.3693, -6.0513, -1.5402], [0.0751, -4.5734, -1.7283], [-0.2700, -4.0533, -0.4385], [-0.4773, -5.1482, 0.4646], [-0.2320, -7.2988, 0.1653], [-1.5570, -6.5599, -0.7401], [1.4149, -6.1905, -1.2490], [0.1856, -6.6398, -2.4395], [-0.7821, -4.4195, -2.3938], [0.9295, -4.0225, -2.1282], [0.3720, -5.1785, 1.1571], [-1.3872, -4.9820, 1.0386], [-5.5979, -4.7879, -0.6208], [-4.9330, -3.5046, -0.1625], [-3.5960, -4.0082, 0.3504], [-3.2660, -5.1703, -0.4254], [-4.4212, -5.5687, -1.1776], [-6.3910, -4.6353, -1.3530], [-6.0231, -5.3139, 0.2389], [-4.7793, -2.8408, -1.0186], [-5.5001, -2.9602, 0.5930], [-3.6622, -4.3115, 1.4015], [-2.8008, -3.2659, 0.2517], [-4.2409, -5.3190, -2.2292], [-4.5566, -6.6487, -1.0951], [-3.7547, -5.6333, 12.6044], [-2.4116, -5.0589, 13.0133], [-2.0319, -4.2463, 11.7884], [-3.2568, -3.7934, 11.1975], [-4.3531, -4.4909, 11.8035], [-4.3787, -5.9350, 13.4457], [-3.6055, -6.5047, 11.9598], [-2.5376, -4.3985, 13.8761], [-1.6690, -5.8148, 13.2690], [-1.5079, -4.8621, 11.0490], [-1.4041, -3.3871, 12.0322], [-4.8833, -3.7859, 12.4529], [-5.0412, -4.8347, 11.0291]],
  "forces_ev_per_angstrom": [[0.64, 0.62, 0.44], [-0.18, -0.81, 0.18], [0.56, 0.74, 0.44], [-0.67, 0.11, 0.71], [0.66, 0.21, -0.92], [-0.54, 0.41, 0.42], [0.05, -0.12, 1.00], [1.00, -1.24, -1.12], [-0.66, 1.06, 0.73], [-0.18, -1.57, -0.79], [0.54, 1.14, 1.07], [-0.60, -0.05, -1.86], [0.47, 0.89, 0.96], [0.50, 0.09, 0.41], [-1.16, -0.85, -0.53], [0.24, -0.13, 0.56], [-1.65, -0.17, 0.79], [1.46, 1.27, -1.14], [-1.41, -4.03, 1.56], [1.52, 2.57, 0.22], [-2.69, 1.40, -0.27], [1.30, -0.41, -1.70], [-0.30, 0.79, -0.26], [2.62, -2.77, 0.24], [0.85, -0.37, 0.20], [-0.70, 1.00, -0.49], [1.04, 0.92, 0.87], [-0.89, -0.23, -0.29], [0.39, 0.45, -0.57], [-2.06, 1.56, -0.64], [0.38, 1.49, 0.15], [0.37, -1.39, 0.68], [-0.77, 0.46, -0.96], [0.41, 0.80, 0.05], [0.09, -0.56, 0.60], [0.13, -0.47, -0.65], [0.18, 0.76, -0.21], [-0.46, -0.66, -0.56], [-0.18, 0.61, -0.61], [-0.10, 0.74, -0.31], [-0.81, -0.38, -0.03], [0.54, -0.65, -0.33], [-0.71, -0.61, 0.26], [-0.03, -0.23, 0.84], [0.78, -0.34, -0.20], [0.48, 0.47, -0.60], [-0.93, -0.28, -0.19], [-0.76, 0.23, 0.37], [0.19, 0.83, -0.42], [0.46, 0.58, -0.45], [-0.17, -0.70, 0.57], [0.95, 0.10, -0.32], [-0.63, 0.66, 0.24], [-0.47, -0.68, -0.05], [0.86, 0.18, 0.18], [0.57, -0.62, 0.20], [-0.29, 0.75, 0.07], [-0.55, 0.60, 0.45], [-0.27, -0.79, -0.24], [0.28, 0.41, 0.52], [0.58, -0.60, -0.25], [-0.35, -0.54, -0.67], [-0.14, -0.65, 0.62], [0.48, 0.89, -0.13], [-0.40, -0.17, -0.66], [-0.08, 0.88, 0.42], [0.67, -0.21, 0.66], [-0.57, 0.06, 0.80], [0.68, -0.16, -0.16], [-0.14, 0.21, 0.00], [-0.43, 0.49, -0.30], [0.06, -0.01, 0.19], [-0.87, -0.36, -0.01], [0.34, -0.65, 0.62], [0.42, -0.92, 0.20], [-0.60, 0.60, 0.02], [0.61, 0.08, -0.74], [-0.02, -0.92, 0.19], [0.45, -0.22, 0.77], [0.19, -0.98, -0.60], [0.93, -0.04, -0.05], [-0.02, 0.37, -0.75], [-0.02, -0.70, 0.49], [-0.30, -0.78, -0.20], [-0.36, 0.24, 0.80], [-0.87, 0.27, -0.39], [-0.27, 0.08, -0.13], [0.20, -0.11, 0.17], [-0.02, 0.12, -0.37], [-0.16, -0.05, 0.19], [0.25, 0.09, 0.08], [0.04, 0.00, -0.02], [0.01, 0.03, 0.05], [-0.07, -0.06, -0.04], [0.05, 0.03, 0.03], [0.04, -0.10, 0.06], [0.02, 0.09, -0.05], [-0.10, 0.05, 0.04], [0.10, 0.00, -0.05], [-0.30, -0.13, -0.01], [0.32, -0.09, -0.06], [-0.17, 0.21, -0.05], [0.00, -0.40, -0.12], [0.15, 0.14, 0.16], [0.00, 0.05, 0.00], [0.03, -0.02, 0.04], [-0.03, 0.00, -0.05], [0.00, 0.04, 0.02], [0.05, -0.03, -0.08], [-0.05, 0.07, 0.07], [-0.06, -0.05, 0.06], [0.05, 0.09, -0.01], [-0.24, 0.10, 0.17], [0.04, -0.14, -0.28], [-0.02, 0.25, 0.19], [-0.14, -0.15, -0.18], [0.22, -0.12, 0.06], [0.03, 0.03, 0.01], [0.02, -0.06, 0.00], [-0.03, 0.00, -0.03], [0.03, 0.01, 0.03], [0.01, 0.00, -0.12], [0.06, 0.04, 0.07], [-0.06, -0.05, 0.06], [0.10, 0.06, -0.04], [-0.21, -0.30, -0.03], [0.37, -0.08, -0.02], [-0.22, 0.20, -0.07], [0.04, -0.19, -0.07], [0.26, 0.06, 0.21], [0.07, 0.07, 0.01], [0.06, 0.03, 0.10], [-0.02, 0.02, -0.08], [-0.01, 0.05, 0.02], [0.03, -0.04, -0.06], [-0.03, 0.07, 0.08], [-0.01, -0.05, 0.04], [0.06, 0.04, -0.02], [-0.24, -0.20, 0.14], [0.03, 0.26, -0.12], [0.12, -0.01, 0.17], [-0.59, 0.27, -0.03], [0.18, -0.02, -0.20], [0.04, -0.02, 0.01], [-0.01, 0.00, -0.06], [0.00, 0.01, 0.04], [0.04, -0.03, -0.01], [-0.04, 0.08, 0.03], [0.07, -0.13, -0.05], [-0.08, -0.04, -0.02], [0.10, 0.02, 0.02], [-0.08, -0.30, -0.12], [0.10, 0.14, 0.29], [0.07, 0.01, -0.27], [-0.01, -0.25, 0.21], [-0.09, 0.26, 0.03], [0.01, 0.03, -0.04], [-0.04, 0.02, 0.04], [0.04, -0.03, -0.03], [-0.02, 0.03, -0.03], [0.08, -0.01, 0.06], [-0.06, 0.03, -0.08], [-0.07, -0.07, 0.01], [0.05, 0.08, -0.05]]
}